Record 1
The following is a quantum chemistry calculation of a cluster of 2 separate species, C15H23ClF3IN5O3PS2 in total in a non-equilibrium geometry, from OMol25.

The geometry in XYZ format:
```
54
C15H23ClF3IN5O3PS2, DFT ωB97M-V/def2-TZVPD
C -6.2848 0.5908 3.3363
C -5.3108 0.1820 2.8043
C -4.2530 -0.6392 2.2407
C -4.4169 -0.9996 0.7921
N -3.3262 -1.1024 0.0929
C -3.6904 -1.4101 -1.1736
N -2.8211 -1.5900 -2.1469
I -0.5602 -1.2927 -1.5639
S -3.1502 -2.0179 -3.6884
O -1.9243 -2.1283 -4.3893
O -3.9637 -3.1885 -3.7954
C -4.0099 -0.5701 -4.5315
F -4.1020 0.4724 -3.6963
F -5.2029 -0.9228 -4.9997
F -3.2550 -0.1990 -5.5647
N -5.0490 -1.4849 -1.2056
Cl -6.1953 -1.7637 -2.3901
N -5.5248 -1.2311 0.0747
P -7.1987 -1.2331 0.5870
S -8.1289 0.3974 0.2145
H -7.1098 1.1348 3.7082
H -3.3505 -0.0450 2.2689
H -4.1054 -1.5459 2.8150
H -7.7348 -2.3554 -0.0529
H -7.0925 -1.5528 1.9420
C 3.2075 2.2772 2.3163
C 3.3016 1.8999 0.8277
C 4.6580 2.3576 0.2791
C 5.8671 1.5547 0.7734
C 5.5207 0.0992 1.1268
C 4.2647 -0.4466 0.4377
N 3.1334 0.4295 0.7640
O 2.0178 0.0329 0.2715
C 3.9901 -1.8231 1.0407
C 4.5102 -0.6126 -1.0620
C 2.2272 2.6694 0.0785
H 2.2381 1.9851 2.7219
H 3.3202 3.3552 2.4548
H 3.9790 1.7828 2.9090
H 4.6310 2.3112 -0.8119
H 4.8030 3.4128 0.5171
H 6.6399 1.5763 0.0030
H 6.3072 2.0392 1.6471
H 6.3726 -0.5427 0.9001
H 5.3814 0.0246 2.2091
H 3.7458 -1.7389 2.1005
H 4.8722 -2.4586 0.9467
H 3.1620 -2.3210 0.5377
H 5.3514 -1.2880 -1.2232
H 4.7439 0.3289 -1.5597
H 3.6394 -1.0443 -1.5553
H 2.3944 3.7390 0.2106
H 1.2296 2.4429 0.4498
H 2.2517 2.4523 -0.9894
```

LUMO energy in eV: -1.62
Charge: 0
DFT total energy in hartree: -3279.7338
Max |F| in eV/A: 3.1
HOMO energy in eV: -5.328



Record 2
The following is a quantum chemistry calculation of an isolated molecule of C4H5NO, from OMol25.

The geometry in XYZ format:
```
11
C4H5NO, DFT ωB97M-V/def2-TZVPD
C 0.2360 -1.4071 0.8105
C 1.0404 -0.4564 0.3442
O -1.2952 -0.0851 -1.7701
C -1.3806 0.8198 -0.9757
N -0.3226 1.5160 -0.3751
C 0.7191 0.9741 0.1196
H -0.8089 -1.1881 0.9749
H 0.5518 -2.4397 0.9815
H 2.0881 -0.7012 0.2263
H -2.3476 1.2957 -0.7386
H 1.5193 1.6720 0.4024
```

LUMO energy in eV: -0.19
Charge: 0
Energy relative to the best compared isomer or geometry (same formula, charge and spin) in kJ/mol: 153.66
SMILES string: C=C/C=N\C=O
DFT total energy in hartree: -285.3561
Max |F| in eV/A: 0.5
HOMO energy in eV: -9.845



Record 3
The following is a quantum chemistry calculation of the ion C5H11N2O3 with charge +1 in a non-equilibrium geometry, from OMol25.

The geometry in XYZ format:
```
21
C5H11N2O3, DFT ωB97M-V/def2-TZVPD
C 0.2268 0.7448 0.0099
C -1.3173 0.6011 0.2882
C 1.6217 -1.4921 0.2313
C -3.1071 -0.9868 -0.0078
C 1.5948 -0.0542 0.2201
N 0.3920 0.6024 -1.4365
N 2.6756 0.6102 0.4716
O 0.5783 2.0869 0.4038
O -1.8732 1.6190 0.6144
O -1.7482 -0.6090 -0.0929
H 0.7194 -2.1026 0.4321
H 2.2446 -1.7794 1.1272
H 2.1393 -1.7872 -0.7192
H -3.2310 -2.1120 0.2016
H -3.6257 -0.6334 -0.9394
H -3.5980 -0.5036 0.8104
H 0.4989 1.5143 -1.9268
H -0.2312 -0.0427 -1.7880
H 3.6728 0.1843 0.5147
H 2.6231 1.6101 0.7738
H -0.2554 2.5298 0.8112
```

LUMO energy in eV: -3.75
Charge: +1
Energy relative to the best compared isomer or geometry (same formula, charge and spin) in kJ/mol: 184.16
SMILES string: COC(=O)[C@@](N)(O)C(C)=[NH2+]
DFT total energy in hartree: -532.0599
Max |F| in eV/A: 3.6
HOMO energy in eV: -14.178



Record 4
The following is a quantum chemistry calculation of an isolated molecule of C5H8O2 in a non-equilibrium geometry, from OMol25.

The geometry in XYZ format:
```
15
C5H8O2, DFT ωB97M-V/def2-TZVPD
C -0.5761 1.7159 0.9798
C -0.9301 0.7015 -0.0534
O 0.1360 0.9244 -1.1446
C 0.0922 -0.2471 -0.4163
C -0.0434 -1.5662 -1.1053
O 0.8193 -2.1705 -0.1259
C 1.1551 -0.8936 0.4518
H -1.3631 2.4236 1.2503
H -0.0230 1.3583 1.8540
H 0.1503 2.1092 0.2492
H -1.9397 0.6239 -0.4471
H -1.0468 -1.9997 -1.1451
H 0.4027 -1.5287 -2.1076
H 2.1798 -0.5773 0.2234
H 0.9867 -0.8739 1.5368
```

LUMO energy in eV: 0.97
Charge: 0
Energy relative to the best compared isomer or geometry (same formula, charge and spin) in kJ/mol: 325.09
SMILES string: C[C@H]1OC12COC2
DFT total energy in hartree: -345.6811
Max |F| in eV/A: 2.2
HOMO energy in eV: -9.920



Record 5
The following is a quantum chemistry calculation of a cluster of 3 separate species, C4H14NO3 in total in a non-equilibrium geometry, from OMol25.

The geometry in XYZ format:
```
22
C4H14NO3, DFT ωB97M-V/def2-TZVPD
O -0.2349 -1.0207 -1.9652
C -0.7570 -0.4467 -1.0521
C 0.0221 0.1195 0.1222
C -0.1708 1.6387 0.0289
C -1.5578 2.0085 0.6078
N 1.5118 -0.2240 0.0039
H -1.8371 -0.2441 -1.0143
H -0.2095 -0.2641 1.1079
H -0.0890 2.0093 -0.9916
H 0.5375 2.1724 0.6631
H -1.4428 2.5498 1.5403
H -2.1718 2.6330 -0.0445
H -2.2196 1.1540 0.7661
H 1.8682 -0.3259 -0.9698
H 1.7193 -1.0112 0.6197
H 2.1012 0.4539 0.4980
H -1.7518 -2.1519 3.3657
H -1.4478 -3.3327 2.5717
O -1.0753 -2.4587 2.7440
H 1.5882 -1.1079 -2.9970
H 3.1947 -1.2093 -3.0523
O 2.4224 -0.9419 -2.5526
```

LUMO energy in eV: -3.18
Charge: +1
Energy relative to the best compared isomer or geometry (same formula, charge and spin) in kJ/mol: 76.54
DFT total energy in hartree: -441.0292
Max |F| in eV/A: 1.7
HOMO energy in eV: -14.552



Record 6
The following is a quantum chemistry calculation of a cluster of 2 separate species, CH2O6P2 in total in a non-equilibrium geometry, from OMol25.

The geometry in XYZ format:
```
11
CH2O6P2, DFT ωB97M-V/def2-TZVPD
C 0.6531 0.7257 -0.6885
O 3.4493 0.6190 -0.8992
O -4.7324 -1.4260 1.0130
O 2.2145 -1.3375 0.4228
O -4.8289 0.0588 -0.8784
O 2.5693 0.9599 1.4572
O 0.2578 0.0854 -1.5905
P 2.4296 0.3325 0.1269
P -3.9865 -0.3722 0.2620
H -0.0191 1.7283 -0.5864
H 1.9934 -1.3739 1.3611
```

LUMO energy in eV: 6.11
Charge: -2
Energy relative to the best compared isomer or geometry (same formula, charge and spin) in kJ/mol: 79.09
DFT total energy in hartree: -1173.6290
Max |F| in eV/A: 3.1
HOMO energy in eV: -1.757